[1]
131
Properties=species:S:1:pos:R:3:forces:R:3:lowdin_charge:R:1 method="wB97M-V/def2-TZVPD" de_lowest_kcal_mol=0.0 total_charge=+3 orbital_gap_ev=5.454 lumo_ev=-8.40
Pd 0.452762 -0.313709 0.168423 0.2 -1.4 -1.6 0.750
N 0.403004 -0.281493 3.278445 -0.5 -0.2 -0.6 -0.039
P -0.672463 0.775895 2.486353 -0.8 0.3 1.0 1.057
C -1.983484 0.521608 3.713679 0.1 0.3 0.2 -0.277
C -3.118902 -0.247552 3.489729 -0.1 -0.1 -0.1 -0.080
C -4.042450 -0.445911 4.505300 0.0 0.0 0.0 -0.048
C -3.846124 0.129184 5.753241 0.1 0.0 0.0 -0.037
C -2.718421 0.905516 5.984362 -0.1 0.0 0.0 -0.036
C -1.788862 1.098099 4.972698 0.0 0.1 0.0 -0.075
C 0.033909 2.389732 2.742698 0.0 0.1 -0.4 -0.299
C -0.816315 3.501282 2.777623 0.0 0.0 0.0 -0.061
C -0.283328 4.756573 3.009750 0.0 0.0 0.0 -0.033
C 1.088780 4.909698 3.191265 0.0 0.0 0.0 -0.026
C 1.930223 3.805160 3.163550 0.0 0.0 0.0 -0.034
C 1.403007 2.542268 2.946501 0.0 -0.1 0.1 -0.062
C 1.488041 -1.081506 2.982835 0.3 -0.1 0.1 -0.375
C 2.260697 -1.548992 4.052486 0.0 0.1 0.1 0.013
C 3.374812 -2.308532 3.783867 0.0 0.0 0.0 -0.012
C 3.691843 -2.582453 2.455592 0.0 -0.1 0.1 -0.017
C 2.855019 -2.109456 1.479965 -0.1 0.0 -0.2 -0.145
N 1.741138 -1.381444 1.717271 0.4 0.4 0.3 0.026
H 0.151098 -0.280275 4.260828 -0.2 -0.2 0.0 0.111
H -3.296765 -0.696405 2.520578 0.0 0.0 0.1 0.075
H -4.923855 -1.047030 4.321068 0.0 0.0 0.0 0.117
H -4.572952 -0.020270 6.541095 0.0 0.0 0.0 0.124
H -2.565048 1.373368 6.947816 0.0 0.0 0.0 0.124
H -0.931381 1.736725 5.164992 0.0 -0.1 0.0 0.119
H -1.887882 3.385772 2.660820 0.0 0.0 0.0 0.126
H -0.938476 5.616093 3.062965 0.0 0.0 0.0 0.123
H 1.499090 5.894871 3.374882 0.0 0.0 0.0 0.124
H 2.993868 3.925530 3.320239 0.0 0.0 0.0 0.121
H 2.056726 1.677994 2.952106 -0.1 0.1 0.0 0.085
H 1.988852 -1.291837 5.068094 0.0 0.0 0.0 0.128
H 3.994904 -2.673759 4.592341 0.0 0.0 0.0 0.131
H 4.561535 -3.164055 2.183289 0.0 0.0 0.0 0.128
H 3.078824 -2.333933 0.450659 0.0 0.0 0.0 0.074
C -2.735359 -3.958686 -0.934253 0.0 0.1 0.1 0.026
N -3.621806 -2.879235 -0.415859 0.1 0.0 -0.1 -0.150
C -4.819779 -2.757187 -1.309172 0.0 0.1 0.1 0.023
C -2.857503 -1.589440 -0.078034 -0.1 -0.1 -0.1 -0.072
C -2.281256 -0.786361 -1.218938 -0.1 0.0 -0.1 -0.210
C -3.186566 -0.183989 -2.116025 0.0 -0.2 0.1 -0.040
C -2.781450 0.606368 -3.169896 0.0 0.0 0.0 -0.033
C -1.426764 0.851253 -3.338067 0.0 0.0 -0.1 -0.039
C -0.527931 0.346908 -2.419229 -0.1 0.0 -0.1 -0.156
C -0.930988 -0.443343 -1.345468 0.1 0.1 0.2 -0.212
H -3.340180 -4.837545 -1.144501 0.0 0.0 0.0 0.121
H -1.979340 -4.191471 -0.190839 0.1 0.0 0.0 0.087
H -2.273991 -3.595161 -1.844598 0.0 0.0 -0.1 0.081
H -3.989282 -3.187405 0.483571 0.1 -0.1 0.1 0.181
H -4.490308 -2.497230 -2.307883 0.0 0.0 -0.1 0.105
H -5.496880 -2.005873 -0.910807 0.0 0.0 0.0 0.112
H -5.313564 -3.725078 -1.323222 0.0 0.0 0.0 0.115
H -2.074386 -1.900580 0.609477 0.1 0.0 0.1 0.104
H -3.587449 -0.993680 0.464161 -0.1 0.1 0.0 0.104
H -4.246732 -0.307601 -1.949551 -0.1 -0.1 0.0 0.104
H -3.513099 1.047508 -3.834700 0.0 0.0 0.0 0.125
H -1.073593 1.465298 -4.158076 0.0 0.0 0.0 0.128
H 0.513038 0.619634 -2.514113 0.1 0.0 0.0 0.094
C 1.225709 -6.072265 1.120792 0.0 0.0 0.0 -0.043
C 2.033917 -5.997150 -0.007159 0.0 0.0 0.0 -0.036
C 2.034550 -4.852768 -0.791368 0.0 0.0 0.0 -0.063
C 1.219016 -3.769165 -0.457141 0.0 -0.1 0.0 -0.390
C 0.422366 -3.851960 0.681789 0.0 0.0 0.0 -0.162
C 0.422247 -4.995426 1.468937 -0.1 0.0 0.0 -0.064
P 1.202645 -2.261116 -1.484361 -0.2 0.1 0.5 1.160
C 2.887229 -2.055829 -2.155163 0.0 -0.1 -0.1 -0.337
C 3.831394 -1.214373 -1.576683 0.1 0.1 0.0 -0.104
C 5.125210 -1.148332 -2.073290 0.0 0.0 0.0 -0.043
C 5.492034 -1.925752 -3.161740 0.0 0.0 0.0 -0.037
C 4.555327 -2.763902 -3.756217 0.0 0.0 0.0 -0.039
C 3.261696 -2.826028 -3.265072 0.0 -0.1 -0.1 -0.090
C 0.325509 -2.781509 -2.996150 -0.1 -0.1 0.0 -0.362
C -0.292746 -4.027333 -3.081366 0.0 0.0 0.0 -0.113
C -0.870477 -4.451279 -4.274484 0.0 0.0 0.0 -0.055
C -0.821821 -3.640511 -5.396888 0.0 0.0 0.0 -0.044
C -0.167023 -2.415023 -5.333194 0.0 0.0 0.0 -0.042
C 0.408092 -1.993911 -4.147080 -0.1 0.1 0.0 -0.109
H 1.233062 -6.964518 1.733802 0.0 0.0 0.0 0.121
H 2.671471 -6.830325 -0.273424 0.0 0.0 0.0 0.122
H 2.681717 -4.804850 -1.656153 0.0 0.0 -0.1 0.110
H -0.161235 -2.989287 0.982732 0.0 0.0 0.0 0.063
H -0.187738 -5.043503 2.363753 0.0 0.0 0.0 0.114
H 3.566909 -0.598014 -0.734582 0.0 0.0 0.0 0.054
H 5.844168 -0.485605 -1.605714 0.0 0.0 0.0 0.115
H 6.500489 -1.875812 -3.551723 0.0 0.0 0.0 0.122
H 4.828796 -3.368164 -4.611536 0.0 0.0 0.0 0.122
H 2.548626 -3.474782 -3.759256 0.1 0.0 0.1 0.111
H -0.288419 -4.700086 -2.233088 0.0 0.0 0.0 0.100
H -1.329982 -5.431207 -4.330564 0.0 0.0 0.0 0.119
H -1.259153 -3.975492 -6.329480 0.0 0.0 0.0 0.121
H -0.083007 -1.798250 -6.219880 0.0 0.0 0.0 0.121
H 0.971179 -1.069628 -4.138379 0.0 0.0 0.0 0.111
C -4.762403 6.259460 -1.308924 0.0 0.0 0.0 -0.017
C -3.891691 5.101050 -0.930308 0.0 0.0 0.0 -0.216
C -2.532230 5.091378 -1.222263 0.0 0.0 0.0 0.018
C -1.707872 4.034961 -0.880921 0.0 -0.1 0.1 -0.152
C -0.249741 4.174000 -1.230024 0.0 0.0 0.0 -0.016
C -2.277105 2.924206 -0.187354 -0.1 0.1 0.1 -0.052
C -3.666478 2.912150 0.105540 0.0 0.0 0.0 -0.164
C -4.441096 1.783938 0.744645 -0.2 0.0 0.0 -0.014
C -4.429698 3.996026 -0.278318 -0.1 0.1 0.0 0.007
C -1.392692 1.875990 0.273083 0.4 0.0 -0.6 -0.447
O -1.845756 1.019075 1.234808 1.3 -0.2 0.6 -0.187
O -0.235942 1.694325 -0.122731 -0.4 0.4 0.6 -0.065
H -4.180897 7.085036 -1.712996 0.0 0.0 0.0 0.087
H -5.322369 6.617919 -0.444295 0.0 0.0 0.0 0.098
H -5.492954 5.954288 -2.061090 0.0 0.0 0.0 0.101
H -2.100303 5.943883 -1.733144 0.0 0.0 0.0 0.128
H -0.090206 5.124244 -1.735950 0.0 0.0 0.0 0.092
H 0.079580 3.372791 -1.888431 0.0 0.0 0.0 0.068
H 0.383977 4.145088 -0.340565 0.0 0.0 0.0 0.089
H -3.838302 1.011383 1.199087 -0.1 0.1 -0.1 0.027
H -5.090408 1.331561 -0.010839 0.0 0.0 0.0 0.094
H -5.098201 2.184497 1.517872 0.0 0.0 0.0 0.103
H -5.492638 3.983758 -0.058346 0.0 0.0 0.0 0.138
N 6.391118 4.162113 -1.473090 0.0 0.0 0.0 0.099
C 6.345781 3.311578 -0.437602 -0.1 0.0 0.0 -0.820
S 7.638395 3.020903 0.523992 0.0 0.0 0.0 0.751
C 5.022684 2.616700 -0.220685 0.1 0.0 0.0 -0.200
C 4.855682 1.789585 0.887937 0.0 0.0 0.0 -0.024
C 3.664317 1.119249 1.064577 0.0 -0.1 -0.1 -0.159
N 2.627683 1.202131 0.220500 0.1 0.2 0.2 0.018
C 2.776801 2.018576 -0.820509 -0.1 0.0 0.0 -0.132
C 3.936029 2.734424 -1.080914 0.0 0.0 -0.1 0.015
H 7.255206 4.648814 -1.647613 0.0 0.0 0.0 0.112
H 5.602890 4.382825 -2.052977 0.0 0.0 0.0 0.092
H 5.670967 1.677698 1.589721 0.0 0.0 0.0 0.083
H 3.548965 0.455725 1.915534 0.0 0.0 0.0 0.096
H 1.928609 2.106378 -1.489908 0.0 0.0 0.0 0.085
H 3.952289 3.351589 -1.969554 0.0 0.0 0.0 0.113



[2]
143
Properties=species:S:1:pos:R:3:forces:R:3:lowdin_charge:R:1 method="wB97M-V/def2-TZVPD" de_lowest_kcal_mol=0.0 total_charge=+1 orbital_gap_ev=6.908 lumo_ev=-2.47
Sn -0.291078 0.201730 -0.781164 0.3 0.6 0.5 1.186
C 4.500140 -0.551015 2.697078 0.3 0.1 0.6 -0.023
N 3.794981 -0.812228 1.470981 -0.3 0.0 -0.4 -0.064
C 2.509193 -0.474239 1.207262 -0.1 0.0 0.3 -0.442
N 2.181486 -0.786828 -0.038265 -0.2 0.2 0.3 0.052
C 3.294673 -1.349418 -0.597949 0.4 0.0 0.6 -0.168
C 4.315272 -1.366422 0.341963 -0.3 -0.1 -0.5 -0.115
C 5.708106 -1.805462 0.253531 0.3 0.0 0.0 -0.210
C 6.199802 -2.807878 1.087289 -0.1 0.1 -0.1 -0.040
C 7.524253 -3.197076 0.996402 0.1 0.0 0.1 -0.065
C 8.371089 -2.581214 0.089466 0.0 0.0 0.0 -0.067
C 7.888668 -1.579772 -0.737322 0.1 0.0 -0.1 -0.060
C 6.563723 -1.197463 -0.663364 -0.1 0.0 0.1 -0.025
C 3.396852 -1.827431 -1.969102 0.0 -0.1 -0.4 -0.156
C 4.324940 -2.818962 -2.297160 -0.2 0.0 -0.1 -0.023
C 4.573496 -3.129158 -3.620075 0.0 0.0 0.0 -0.055
C 3.894374 -2.464225 -4.627431 0.0 0.1 -0.1 -0.091
C 2.901790 -1.552184 -4.308757 0.0 -0.1 0.0 -0.127
C 2.644444 -1.247206 -2.984760 0.0 0.1 0.1 -0.091
P 1.481635 0.054135 2.610289 -0.3 -0.1 -0.9 1.186
C 0.018795 -0.987882 2.325995 0.2 0.2 0.2 -0.434
N -0.930269 -0.951307 1.385891 0.5 0.4 -0.1 0.028
C -1.883071 -1.855782 1.762164 -0.1 -0.4 0.4 -0.168
C -1.488403 -2.455122 2.938256 -0.3 0.0 -0.4 -0.118
N -0.295575 -1.898763 3.279775 -0.3 0.2 -0.5 -0.058
C 0.493921 -2.283040 4.417773 0.4 -0.2 0.6 -0.015
C -2.189339 -3.482428 3.719298 0.0 0.0 0.1 -0.190
C -1.881894 -4.827460 3.545382 0.0 0.0 0.0 -0.030
C -2.559937 -5.792899 4.269598 0.1 -0.1 0.0 -0.071
C -3.541886 -5.416952 5.171484 0.0 -0.1 0.0 -0.070
C -3.862074 -4.079186 5.331920 0.0 0.1 0.0 -0.056
C -3.196237 -3.108571 4.603152 0.1 -0.1 0.0 -0.006
C -3.178779 -2.162379 1.132276 -0.2 -0.1 -0.1 -0.221
C -4.305031 -1.442408 1.511440 0.2 -0.1 0.0 -0.017
C -5.547433 -1.754821 0.987044 -0.1 0.0 0.0 -0.029
C -5.678146 -2.830928 0.126222 0.0 0.1 0.0 -0.052
C -4.570325 -3.600401 -0.193003 0.1 -0.2 -0.1 -0.118
C -3.321506 -3.269416 0.299391 0.0 0.0 0.2 -0.126
C 0.880392 1.683792 2.079945 0.2 -0.3 0.2 -0.428
N 0.252226 2.079541 0.976228 0.0 -0.6 -0.1 0.034
C -0.174613 3.354884 1.216361 0.1 0.3 0.5 -0.183
C 0.229545 3.736027 2.482213 -0.2 0.1 -0.6 -0.116
N 0.896880 2.675472 3.006872 -0.3 -0.1 -0.6 -0.054
C 1.565096 2.637260 4.279464 0.3 0.0 0.7 -0.022
C -0.006173 5.021807 3.130237 0.1 0.2 0.2 -0.189
C 0.339078 6.190711 2.455376 0.1 -0.1 0.1 -0.017
C 0.068396 7.421808 3.019142 0.0 0.1 -0.1 -0.057
C -0.566974 7.498574 4.247849 0.0 0.0 0.0 -0.063
C -0.922082 6.338414 4.916107 0.0 0.0 0.1 -0.060
C -0.638351 5.101857 4.367117 0.1 0.0 -0.1 -0.035
C -1.095406 4.174852 0.418069 -0.1 0.2 -0.2 -0.198
C -0.814318 4.632204 -0.863848 0.2 0.1 0.2 -0.080
C -1.702517 5.475662 -1.514476 0.0 0.0 -0.2 -0.072
C -2.884913 5.853956 -0.901873 0.1 0.0 0.0 -0.053
C -3.172038 5.401870 0.375197 0.0 0.0 0.1 -0.027
C -2.282370 4.577602 1.033126 0.1 0.1 -0.2 -0.021
H 4.275112 0.458115 3.045794 0.1 -0.1 0.0 0.080
H 5.571735 -0.634620 2.519631 -0.1 0.0 0.0 0.101
H 4.206308 -1.262263 3.472094 0.1 0.1 0.0 0.098
H 5.544470 -3.296454 1.795656 -0.1 0.0 0.0 0.121
H 7.895604 -3.980189 1.639528 0.0 -0.1 0.1 0.110
H 9.405037 -2.880359 0.024451 0.1 0.0 0.0 0.109
H 8.547825 -1.089364 -1.438353 0.1 0.0 -0.1 0.111
H 6.186094 -0.422046 -1.313020 -0.1 0.1 -0.1 0.122
H 4.854868 -3.340796 -1.516581 0.1 0.0 0.0 0.116
H 5.308920 -3.879945 -3.865630 0.1 -0.1 0.0 0.112
H 4.145130 -2.648869 -5.659987 0.0 -0.1 -0.1 0.103
H 2.332872 -1.065905 -5.088243 0.0 0.0 -0.1 0.086
H 1.877638 -0.517661 -2.738567 0.1 -0.1 0.0 0.015
H -0.113438 -2.933057 5.047421 0.1 0.1 0.0 0.102
H 0.801087 -1.406714 4.990535 -0.1 -0.1 0.0 0.080
H 1.383804 -2.831780 4.099092 -0.1 0.0 0.1 0.100
H -1.118894 -5.116565 2.834322 0.0 0.0 0.0 0.118
H -2.319724 -6.836819 4.123339 0.0 0.0 0.0 0.107
H -4.067250 -6.171583 5.737174 -0.1 0.0 0.1 0.108
H -4.635629 -3.783458 6.021356 -0.1 0.0 0.1 0.111
H -3.459463 -2.067283 4.711905 0.0 0.1 0.0 0.126
H -4.253607 -0.651094 2.242692 0.1 0.1 0.0 0.088
H -6.393572 -1.152247 1.285332 -0.2 0.0 0.0 0.094
H -6.643566 -3.091816 -0.279431 -0.1 0.0 0.0 0.110
H -4.685695 -4.471623 -0.821169 0.0 0.0 -0.1 0.083
H -2.453379 -3.862625 0.040153 0.0 0.0 0.0 0.103
H 1.527333 3.629806 4.724637 0.0 -0.1 -0.1 0.097
H 2.607794 2.344082 4.145637 -0.1 0.1 0.1 0.086
H 1.080813 1.927134 4.951318 0.0 0.1 0.0 0.096
H 0.822181 6.125405 1.490685 0.0 0.0 -0.1 0.120
H 0.354796 8.321288 2.494941 0.0 0.1 0.0 0.110
H -0.798523 8.460959 4.675158 0.0 0.1 0.1 0.109
H -1.428216 6.389964 5.865773 -0.1 0.0 0.1 0.111
H -0.941050 4.200095 4.879647 -0.1 -0.1 0.1 0.122
H 0.125492 4.371163 -1.333628 0.1 0.0 0.0 0.057
H -1.459852 5.845187 -2.500545 0.0 0.0 -0.1 0.106
H -3.568012 6.518138 -1.405979 -0.1 0.1 -0.1 0.111
H -4.085222 5.691244 0.867845 -0.2 0.0 0.0 0.122
H -2.516162 4.235551 2.027633 0.0 -0.1 0.1 0.131
C 3.517581 1.892377 -3.832952 -0.3 0.0 0.3 -0.318
Sb 1.844427 2.507132 -2.612571 0.5 0.5 -0.4 1.245
C 0.951505 3.669221 -4.204036 0.0 -0.2 0.4 -0.311
C 2.909749 4.150292 -1.656794 -0.3 -0.4 0.0 -0.311
H 4.099609 2.759650 -4.125751 0.0 0.2 0.0 0.013
H 3.137754 1.397875 -4.719639 0.0 -0.1 -0.1 -0.003
H 4.142003 1.195985 -3.284464 0.1 -0.1 0.0 -0.009
H 1.512606 4.584364 -4.350201 0.1 0.1 0.0 0.010
H -0.080832 3.913419 -3.980708 -0.2 0.1 0.0 -0.019
H 0.983166 3.085516 -5.116001 0.0 -0.1 -0.2 0.002
H 2.664958 5.089466 -2.142101 -0.1 0.1 -0.1 0.007
H 3.977109 3.974650 -1.735663 0.1 -0.1 0.0 0.001
H 2.640247 4.216540 -0.607760 0.0 0.0 0.2 -0.021
Cl -2.412611 -1.265193 -1.846949 -0.7 -0.2 -0.3 0.317
Si -2.461787 -2.342447 -3.629152 0.7 0.1 0.1 -1.028
Cl -4.071867 -1.680597 -4.612729 -0.5 0.2 -0.3 0.345
Cl -2.747722 -4.248851 -3.043986 -0.1 -0.5 0.0 0.401
N -2.105772 1.929663 -1.875642 0.1 0.0 0.1 0.005
C -3.254974 1.816260 -1.011130 0.0 0.0 0.2 -0.365
C -3.005770 1.713720 0.351657 0.1 -0.1 -0.3 -0.096
C -4.052945 1.675957 1.242137 0.4 0.0 -0.2 -0.085
C -5.349144 1.635991 0.778679 -0.4 0.0 0.8 -0.247
C -5.611255 1.700055 -0.572299 -0.1 0.0 -0.1 -0.022
C -4.559424 1.816491 -1.477695 0.1 -0.1 0.0 -0.021
S -6.547923 1.514629 2.149733 0.2 0.3 -0.5 0.420
O -5.839226 0.644554 3.088069 -0.2 0.1 0.1 -0.373
O -7.742293 0.924995 1.579692 0.0 0.0 0.0 -0.343
O -6.642597 2.900771 2.572920 -0.1 -0.2 0.1 -0.339
H -2.398880 1.919149 -2.850119 0.2 -0.1 0.1 0.100
H -1.674785 2.839085 -1.696937 -0.1 -0.1 -0.2 0.038
H -1.981183 1.694102 0.696411 0.0 0.0 0.2 0.046
H -3.922458 1.645813 2.311422 0.3 -0.1 0.1 0.116
H -6.634026 1.658493 -0.914399 -0.1 0.0 -0.1 0.122
H -4.751549 1.888186 -2.542052 0.0 0.0 0.0 0.112
C 0.770963 -5.042185 -3.811040 -0.3 0.2 -0.8 -0.204
Si 0.195737 -4.231232 -5.439795 -0.4 0.5 0.3 0.446
C 1.565812 -3.889675 -6.724199 -0.5 -0.1 0.7 -0.192
C -1.372037 -4.921233 -6.262044 0.6 0.2 0.4 -0.219
Se -0.537153 -1.963118 -4.659926 0.4 -0.7 -0.4 0.416
H 1.301587 -5.968043 -4.002193 0.2 -0.2 -0.1 0.031
H -0.073461 -5.281645 -3.170954 -0.2 0.1 0.0 -0.004
H 1.435309 -4.382664 -3.259008 0.1 0.2 -0.1 0.015
H 1.531996 -4.619364 -7.527873 -0.2 -0.1 -0.1 0.035
H 2.547240 -3.942867 -6.266822 0.1 0.0 0.1 -0.002
H 1.447963 -2.901401 -7.158494 -0.1 0.1 -0.1 0.030
H -1.153509 -5.747424 -6.930169 0.2 -0.2 -0.1 0.032
H -1.851237 -4.143950 -6.850172 0.0 0.2 -0.1 0.033
H -2.087070 -5.269740 -5.524989 -0.1 0.0 0.1 -0.010